{"formula": "C38H34AuCl3GeINO4P2", "method": "ωB97M-V with the def2-TZVPD basis set", "lumo_ev": [-6.18, -6.18], "multiplicity": 2, "total_charge": 1, "s2": 0.761, "homo_lumo_gap_ev": [4.4, 4.4], "species": ["H", "H", "H", "C", "H", "H", "H", "C", "Cl", "P", "H", "H", "C", "C", "C", "C", "H", "C", "C", "H", "C", "C", "H", "H", "H", "C", "O", "H", "C", "O", "C", "H", "H", "H", "C", "C", "C", "C", "C", "H", "H", "C", "C", "C", "C", "H", "C", "C", "C", "Cl", "C", "C", "H", "O", "P", "H", "C", "C", "H", "N", "C", "O", "H", "I", "C", "H", "H", "C", "H", "H", "Cl", "C", "Au", "H", "C", "C", "H", "H", "H", "C", "C", "Ge", "H", "C", "H"], "positions_angstrom": [[0.12, 6.83, 2.24], [0.09, -1.08, -2.75], [-0.60, -0.91, -5.13], [1.67, 2.11, -0.33], [2.55, 2.38, -3.19], [3.01, -2.09, -0.58], [-4.89, -5.68, -3.17], [-0.44, -1.74, 4.47], [0.27, -4.64, 2.11], [-0.02, 2.27, 0.42], [0.63, 4.43, 2.25], [0.33, 0.91, -6.53], [0.09, 1.49, 4.93], [1.32, 0.65, -2.82], [1.36, -1.44, 2.64], [4.59, 0.83, -1.25], [2.48, 2.28, 0.39], [0.61, 0.83, -5.49], [-4.17, -4.90, -2.99], [-5.53, -3.68, -1.86], [-2.31, -2.89, -2.50], [0.46, -0.28, -3.37], [-2.49, -1.97, 5.25], [-1.51, 3.95, -1.42], [0.21, -1.87, 5.31], [1.48, 1.76, -4.94], [-5.21, -1.41, -0.98], [-3.79, -2.57, 2.19], [-4.03, -1.69, -1.05], [-3.16, -1.11, -0.31], [3.83, -1.40, -0.75], [1.64, -2.42, 2.23], [2.05, -1.22, 3.46], [1.89, 2.55, -5.55], [1.85, 1.67, -3.61], [-2.20, -1.55, 3.09], [-1.81, -1.79, 4.45], [-1.09, 1.44, 4.22], [3.55, -0.07, -1.02], [-3.67, -0.90, 1.72], [-1.19, 7.81, 0.40], [6.17, -0.94, -0.91], [-2.87, -5.01, -3.46], [-1.08, 1.61, 2.84], [-0.22, 6.21, 1.43], [1.74, 2.86, -1.12], [-1.14, 4.59, -0.63], [-0.96, 6.76, 0.39], [1.29, 1.72, 4.28], [-2.38, -5.08, 0.07], [-0.02, -1.49, 3.13], [0.07, 4.86, 1.44], [6.71, 1.08, -1.37], [-0.99, 1.46, -0.35], [1.81, 0.43, -1.09], [-4.29, -1.34, 3.36], [-0.39, 4.05, 0.40], [5.90, 0.39, -1.20], [4.37, 1.86, -1.48], [-1.10, -1.37, 2.33], [-4.53, -3.79, -2.26], [1.03, -0.63, -0.36], [0.08, 1.37, 6.01], [-2.28, -6.74, -4.51], [0.12, 1.85, 2.18], [-1.60, -2.09, -2.33], [-0.94, -4.08, -3.66], [-1.41, 5.95, -0.64], [2.21, 1.77, 4.83], [-1.99, 1.57, 2.27], [0.79, -4.42, -1.26], [1.30, 1.92, 2.91], [-1.11, -0.95, 0.10], [7.19, -1.28, -0.86], [-3.59, -2.80, -1.98], [0.09, -0.19, -4.70], [5.35, -2.87, -0.48], [-2.03, 1.29, 4.74], [-2.00, 6.38, -1.44], [-1.94, -4.00, -3.25], [5.14, -1.84, -0.69], [-0.63, -3.79, 0.29], [1.47, -0.73, 1.83], [-3.57, -1.57, 2.57], [2.24, 2.13, 2.42]]}